1.
Here is 2 unconnected molecules or ions with the total composition C37H34N2O2 from OMol25. Energies are from ωB97M-V/def2-TZVPD.

## Properties
ΔE to the lowest compared entry with this formula, charge and spin = 38.84 kcal per mole
2S+1 = 1
Highest occupied orbital energy = -0.18208 hartree

Atoms and positions in Å:
C 0.993766 -1.309366 -5.586456
C 1.397273 -1.102134 -4.165037
C 0.677986 -0.163409 -3.426431
C 1.099075 0.237438 -2.158782
C 0.497773 1.478197 -1.582963
C 2.150320 -0.485395 -1.559217
N 2.528313 -0.108454 -0.248469
C 1.682222 0.200889 0.769135
N 2.457562 0.588887 1.826332
C 2.095848 0.904039 3.139976
C 1.094112 0.086503 3.769058
C 0.554178 -1.003802 3.083164
C 0.757407 0.413051 5.137296
C 1.476524 1.367465 5.851560
C 1.172586 1.627088 7.296929
C 2.499255 2.087376 5.208419
C 2.800025 1.892942 3.848358
C 3.834340 2.826976 3.276443
C 3.811176 0.555570 1.430411
C 3.847113 0.141670 0.160716
C 2.888082 -1.467710 -2.264386
C 4.061490 -2.219770 -1.704120
C 2.478540 -1.760886 -3.574111
H 1.537250 -2.142056 -6.033294
H -0.081793 -1.499823 -5.643735
H 1.187810 -0.400533 -6.168749
H -0.207393 0.300389 -3.858268
H 0.500799 1.501928 -0.487900
H 1.009553 2.390286 -1.930817
H -0.540758 1.562760 -1.920303
H -0.457396 -1.349749 3.313154
H 0.660486 -0.157557 0.821663
H 1.210116 -1.587607 2.412368
H -0.063717 -0.116501 5.624300
H 1.674785 2.530592 7.628640
H 0.100326 1.734329 7.450317
H 1.523808 0.804971 7.920069
H 3.046262 2.849137 5.768671
H 3.791389 3.758439 3.861185
H 4.872286 2.463714 3.383087
H 3.660161 3.093269 2.226310
H 4.610731 0.706947 2.142106
H 4.680734 0.020972 -0.514442
H 4.264240 -3.050041 -2.385414
H 4.991016 -1.641351 -1.670079
H 3.873063 -2.642568 -0.714948
H 3.031198 -2.523400 -4.140531
C -5.929159 2.527015 -3.310007
C -5.539832 1.216314 -2.981873
C -4.438327 1.027441 -2.145091
C -3.814750 2.134787 -1.550549
C -4.238835 3.433064 -1.803825
C -5.266717 3.631637 -2.727823
C -2.683948 1.689085 -0.669359
O -2.067194 2.374633 0.126643
C -2.552174 0.221984 -0.900458
C -1.677650 -0.590645 -0.216349
C -1.891006 -2.027760 -0.254440
C -2.075271 -2.634524 -1.529526
C -2.522733 -3.946208 -1.651527
C -2.787105 -4.684776 -0.485144
C -2.572358 -4.122449 0.776566
C -2.076213 -2.819191 0.899980
C -3.739186 -0.211418 -1.756002
O -4.119983 -1.344204 -2.041044
H -6.747618 2.696448 -4.023266
H -6.070455 0.354052 -3.386658
H -3.733732 4.255651 -1.299526
H -5.561235 4.641736 -3.008168
H -0.938969 -0.151893 0.436129
H -1.912904 -2.032935 -2.424998
H -2.737234 -4.343186 -2.650900
H -3.192416 -5.699755 -0.580327
H -2.838403 -4.669734 1.680328
H -2.004516 -2.318882 1.866000

Atoms 1-6, force components in eV/Å:
C -0.1 -0.2 -0.3
C -0.1 0.1 0.4
C 0.5 -0.1 0.3
C 0.3 -0.6 -0.4
C -0.4 0.4 0.4
C 0.0 0.0 -1.1

These are the Löwdin partial charges, in e, on atoms 1 to 2: -0.05, -0.26

2.
Here is a molecular structure, C37H34N4O7PbS from OMol25. Energies are from ωB97M-V/def2-TZVPD.

## Properties
ΔE to the lowest compared entry with this formula, charge and spin = 5.75 kcal per mole
2S+1 = 1
Highest occupied orbital energy = -0.26694 hartree

Atoms and positions in Å:
Pb -1.551580 1.649643 -0.140673
O -1.607205 -0.304372 3.748747
C -1.369533 0.339414 2.732184
N -2.144742 0.526027 1.659903
C -3.407407 -0.086275 1.508651
C -3.772807 -1.279460 2.125180
C -5.004444 -1.852633 1.848653
C -5.877036 -1.240049 0.962633
C -5.525325 -0.053233 0.338731
C -4.289553 0.535320 0.598973
N -3.794457 1.658499 -0.084440
C -4.606713 2.560145 -0.653412
O -5.824450 2.656008 -0.544001
C -3.912755 3.542731 -1.584010
C -4.640078 4.591432 -2.130757
C -4.008968 5.432840 -3.027701
C -2.684103 5.193783 -3.367753
C -2.032961 4.127055 -2.774391
N -2.634579 3.328944 -1.892999
C -0.010389 1.012473 2.642687
C 0.784127 1.097060 3.778332
C 2.035573 1.671814 3.665320
C 2.471369 2.110647 2.422199
C 1.616486 1.995193 1.342924
N 0.391223 1.479492 1.463030
H -3.092442 -1.745679 2.819262
H -5.280565 -2.777148 2.339400
H -6.842632 -1.683209 0.754028
H -6.206104 0.433224 -0.341441
H -5.674919 4.703642 -1.843234
H -4.545070 6.263009 -3.469607
H -2.161084 5.821105 -4.075919
H -0.997025 3.901938 -2.993147
H 0.392870 0.703529 4.705140
H 2.675627 1.766948 4.533105
H 3.454204 2.539567 2.287457
H 1.897023 2.338432 0.356888
O -1.497497 3.622569 0.830205
C -0.523895 4.204317 0.241603
O 0.159827 3.664052 -0.631439
H -0.310869 5.231041 0.564653
O -0.331338 0.656735 -2.826377
C -1.210115 0.488181 -2.043295
O 0.029340 -1.357734 -0.467743
S 1.475736 -1.214876 -0.117891
C 2.361046 -1.412444 -1.692542
C 3.845765 -1.505935 -1.522302
C 4.557342 -0.451266 -0.955908
C 5.921840 -0.560074 -0.742303
C 6.595245 -1.717740 -1.108803
C 5.897314 -2.765148 -1.690782
C 4.527643 -2.661235 -1.890006
C 1.949688 -2.769599 0.719131
C 2.910037 -2.545364 1.850332
C 2.433302 -2.019583 3.048756
C 3.297752 -1.779081 4.103979
C 4.650997 -2.059844 3.972199
C 5.130511 -2.589582 2.783471
C 4.264227 -2.830633 1.726719
H 2.060932 -0.534455 -2.268366
H 1.933217 -2.298945 -2.164340
H 4.036526 0.454451 -0.667620
H 6.461305 0.260995 -0.288622
H 7.662200 -1.798589 -0.947844
H 6.416974 -3.667198 -1.986795
H 3.982450 -3.484458 -2.337026
H 2.317171 -3.484061 -0.018010
H 0.980797 -3.113120 1.085218
H 1.375505 -1.804769 3.159141
H 2.912455 -1.378603 5.033096
H 5.327317 -1.874323 4.796475
H 6.183651 -2.814307 2.673904
H 4.647432 -3.231642 0.797009
C -2.992359 -2.514042 -1.909463
C -2.493249 -1.478827 -2.892060
C -1.281744 -1.919905 -3.677747
O -2.270355 -0.271271 -2.056566
H -3.315721 -3.402307 -2.455538
H -3.836854 -2.130207 -1.337091
H -2.191593 -2.785501 -1.222132
H -3.294215 -1.157520 -3.558977
H -0.467626 -2.174781 -3.001297
H -0.942640 -1.165835 -4.382822
H -1.565051 -2.815394 -4.234124

Atoms 1-6, force components in eV/Å:
Pb -0.4 0.2 0.1
O -0.1 0.0 0.0
C 0.2 0.0 0.0
N 0.0 -0.2 0.1
C -0.1 0.1 -0.1
C 0.0 0.0 0.0

These are the Löwdin partial charges, in e, on atoms 1 to 2: 1.58, 0.05

3.
Here is 2 unconnected molecules or ions with the total composition C37H34N6O5 from OMol25. Energies are from ωB97M-V/def2-TZVPD.

## Properties
ΔE to the lowest compared entry with this formula, charge and spin = 25.12 kcal per mole
2S+1 = 1
Highest occupied orbital energy = -0.21854 hartree

Atoms and positions in Å:
N -1.840312 2.229221 -4.229991
C -0.677166 2.270036 -4.086516
C 0.766247 2.389204 -4.010081
C 1.608017 1.594762 -3.173722
C 2.995787 1.785751 -3.308749
N 4.014240 0.991715 -2.798012
O 4.024804 0.072333 -1.981951
O 5.189134 1.393355 -3.449290
N 4.943188 2.427483 -4.356640
C 3.603860 2.652573 -4.232370
C 2.750525 3.508547 -5.011532
N 3.200910 4.522581 -5.936995
O 4.396060 4.864706 -5.995187
O 2.313025 5.046522 -6.656841
C 1.364739 3.348314 -4.870548
H 1.329138 0.672220 -2.659666
H 0.704140 3.955007 -5.486471
C 2.232533 -2.019307 -4.064114
C 1.531846 -2.121210 -2.742052
C 0.141915 -2.001224 -2.671143
C -0.533496 -2.087150 -1.451129
C -2.026244 -2.026772 -1.383420
C 0.242151 -2.242421 -0.297105
N -0.373971 -2.074432 0.977407
C -1.033990 -0.960252 1.385298
C -1.176785 0.299895 0.662482
C -0.048349 0.876700 -0.168387
C -0.553757 1.491274 -1.379218
C 1.215024 1.071416 0.453914
C 1.505508 0.416756 1.682421
C 2.821761 0.253263 2.116825
C 3.864138 0.860411 1.417276
C 3.592160 1.658821 0.305334
C 2.284637 1.832291 -0.125654
O -2.302222 0.852435 0.719629
N -1.724028 -1.256622 2.507952
C -2.764604 -0.522031 3.165303
C -2.445439 0.504171 4.057318
C -1.077121 1.106708 4.088219
C -3.431337 0.928878 4.955921
C -4.693941 0.334626 4.981923
C -5.700612 0.738700 6.019311
C -5.007362 -0.625801 4.016536
C -4.048730 -1.069318 3.103161
C -4.399198 -2.123931 2.106839
C -1.382040 -2.565015 2.887678
C -0.548517 -3.056096 1.964247
C 1.609950 -2.515510 -0.342561
C 2.379414 -2.872271 0.889336
C 2.256794 -2.380355 -1.577747
H 2.509203 -3.019460 -4.440936
H 1.576931 -1.538410 -4.800680
H 3.154786 -1.430144 -3.980371
H -0.432184 -1.839320 -3.584454
H -2.434210 -2.879964 -0.818181
H -2.405836 -1.095984 -0.940649
H -2.415495 -2.079157 -2.408510
H 0.056709 2.356105 -1.657979
H -0.571632 0.720551 -2.177448
H -1.606531 1.803315 -1.250708
H 0.670408 0.057869 2.292697
H 3.018164 -0.368771 2.987907
H 4.893270 0.693057 1.722638
H 4.421874 2.172855 -0.175872
H 2.047190 2.589046 -0.879850
H -1.060020 1.888409 4.857965
H -0.298711 0.370043 4.337940
H -0.818205 1.584059 3.132809
H -3.178321 1.717988 5.668012
H -6.428786 -0.060550 6.189419
H -5.217243 0.966751 6.976073
H -6.257665 1.634115 5.711742
H -6.001404 -1.073809 3.995590
H -5.486522 -2.262304 2.127831
H -4.125127 -1.842698 1.081544
H -3.940817 -3.091969 2.344952
H -1.825712 -3.004276 3.767889
H -0.073011 -4.020474 1.904994
H 3.444972 -2.951424 0.640057
H 2.290195 -2.113754 1.681352
H 2.060106 -3.840166 1.302323
H 3.341236 -2.472446 -1.625360

Atoms 1-6, force components in eV/Å:
N 2.8 0.1 0.3
C -2.1 -0.2 -0.4
C 1.4 -1.1 1.1
C -0.4 -0.2 -1.8
C 0.8 -0.8 0.2
N -0.6 -0.1 -0.2

These are the Löwdin partial charges, in e, on atoms 1 to 2: 0.19, -0.19

4.
Here is a molecular structure, C37H35As2BrCl2CsN3O5 from OMol25. Energies are from ωB97M-V/def2-TZVPD.

## Properties
ΔE to the lowest compared entry with this formula, charge and spin = 12.09 kcal per mole
Net charge = -2
2S+1 = 1
Highest occupied orbital energy = -0.07349 hartree

Atoms and positions in Å:
Cs -1.303283 1.851337 1.528473
N -3.482395 -1.616334 -0.021457
C -4.186554 -0.747139 -0.965571
C -3.855971 0.737579 -0.736145
O -3.744463 1.103901 0.480396
N -3.787981 1.436852 -1.830719
C -3.606501 2.873002 -1.678575
C -2.357544 3.393489 -0.927755
O -2.469134 4.410020 -0.215465
O -1.275563 2.737217 -1.081862
H -4.050518 -2.406871 0.253990
H -3.318723 -1.060969 0.815772
H -5.280063 -0.826028 -0.867739
H -3.935879 -0.991698 -2.000135
H -4.467690 3.339020 -1.184070
H -3.534840 3.291521 -2.690233
Cl -2.349689 -0.985677 4.186389
C -0.864015 -0.352036 4.923737
Cl 0.334843 -1.633405 5.192592
H -1.117554 0.071052 5.887090
H -0.434800 0.411246 4.279464
C 1.770798 -0.590581 -0.425247
C 1.090966 0.538832 -1.203026
As -0.754762 0.131979 -1.797792
C -0.819903 1.241816 -3.432687
C 0.094284 2.250126 -3.714145
C 0.009149 2.964935 -4.904317
C -0.997407 2.687111 -5.819674
C -1.927794 1.698055 -5.526993
C -1.841572 0.980969 -4.339673
C -0.274931 -1.466549 -2.887342
C -1.197628 -2.508625 -2.913894
C -0.978635 -3.638952 -3.697092
C 0.183579 -3.752449 -4.446024
C 1.119563 -2.722068 -4.420428
C 0.882553 -1.587289 -3.656082
As 0.878081 -1.198747 1.237745
C 0.132739 -2.954743 0.783098
C 0.382798 -3.674338 -0.380153
C -0.193415 -4.925790 -0.575414
C -1.019103 -5.472726 0.394691
C -1.268095 -4.764773 1.563941
C -0.697918 -3.514872 1.752942
C 2.508786 -1.796457 2.139786
C 2.994522 -3.098104 2.100823
C 4.162843 -3.432698 2.780456
C 4.850805 -2.464867 3.498466
C 4.365012 -1.161663 3.539119
C 3.197711 -0.825683 2.870393
H 2.739308 -0.242646 -0.061259
H 1.970532 -1.441680 -1.076739
H 1.737211 0.808381 -2.040933
H 0.960913 1.449129 -0.613628
H 0.847047 2.521650 -2.986893
H 0.722207 3.757842 -5.101207
H -1.071579 3.248984 -6.743898
H -2.738711 1.489191 -6.215673
H -2.600224 0.247111 -4.099265
H -2.083496 -2.447916 -2.287979
H -1.711528 -4.438240 -3.703116
H 0.360330 -4.636678 -5.047916
H 2.029060 -2.797914 -5.006108
H 1.608119 -0.780381 -3.669267
H 1.017465 -3.270982 -1.159307
H -0.003364 -5.456235 -1.500572
H -1.474788 -6.443247 0.235729
H -1.916948 -5.178264 2.327197
H -0.910867 -2.964769 2.662009
H 2.450127 -3.853786 1.545648
H 4.532426 -4.451158 2.748219
H 5.758887 -2.723886 4.030165
H 4.891334 -0.401446 4.104358
H 2.812485 0.191086 2.919877
Br 3.535438 7.387910 1.913849
C 2.528067 6.348174 3.140320
C 2.156904 6.907627 4.351565
N 1.452388 6.237608 5.259057
C 1.094831 4.988254 4.959439
C 1.435730 4.342966 3.774170
C 2.177706 5.045853 2.840381
C 1.016665 2.891824 3.537474
O 1.687492 2.237697 2.714409
O 0.017864 2.517763 4.196581
H 2.442228 7.927749 4.584451
H 0.501164 4.444437 5.683250
H 2.462872 4.560071 1.915988

Atoms 1-6, force components in eV/Å:
Cs 0.0 0.1 0.4
N 0.1 0.0 0.0
C -0.1 0.1 0.0
C -0.2 0.0 -0.1
O -0.1 -0.1 -0.2
N 0.1 0.0 0.1

These are the Löwdin partial charges, in e, on atoms 1 to 2: 1.16, -0.01